[1]
A molecular structure, FInNO3. Source: the OMol25 dataset; level of theory: wB97M-V/def2-TZVPD.

Each line ends with the Mulliken charge.
Element x y z (Å)
In  0.92  0.16  1.67  1.34
N  -0.11  -0.44  -0.82  0.96
O  0.70  -0.05  -1.71  -0.35
O  -0.76  -1.48  -1.04  -0.39
O  -0.11  0.24  0.14  -0.12
F  -0.64  1.57  1.76  -0.44

Computed properties:
- ΔE to the lowest compared entry with this formula, charge and spin (eV) = 1.138
- E_HOMO (Ha) = -0.5754
- molecular weight (g/mol) = 195.82
- 2S+1 = 1
- charge = +1
- frontier orbital gap (eV) = 4.28
- LUMO level (Eh) = -0.4180

[2]
2 unconnected molecules or ions with the total composition C3H3N2. Source: the OMol25 dataset; level of theory: wB97M-V/def2-TZVPD.

Each line ends with the natural charge from an NBO analysis.
Element x y z (Å)
C  -2.47  0.19  0.09  0.30
C  1.44  -0.79  0.04  0.01
C  0.09  1.18  -0.03  0.42
N  -3.26  -0.61  -0.03  -0.29
N  0.78  0.27  -0.07  -0.28
H  1.43  -1.50  0.86  0.26
H  2.08  -1.05  -0.75  0.24
H  -0.09  2.32  -0.12  0.33

Computed properties:
- ΔE to the lowest compared entry with this formula, charge and spin (eV) = 2.864
- E_HOMO (alpha / beta) (Ha) = -0.5744 / -0.6281
- molecular weight (g/mol) = 67.07
- 2S+1 = 3
- charge = +1
- frontier orbital gap (alpha / beta) (eV) = 9.97 / 8.07
- LUMO level (alpha / beta) (Eh) = -0.2079 / -0.3316

[3]
A molecular structure, C9H12AsBiCl3N2OS4. Source: the OMol25 dataset; level of theory: wB97M-V/def2-TZVPD.

Each line ends with the natural charge from an NBO analysis.
Element x y z (Å)
Bi  0.80  1.10  0.38  1.39
S  1.59  1.76  2.88  -0.76
As  -0.58  1.69  3.32  0.61
S  -0.44  3.38  0.30  -0.46
S  -1.07  0.12  1.79  -0.66
S  -1.30  3.51  2.19  -0.29
Cl  -3.71  2.55  -6.03  -0.04
C  -2.62  1.98  -4.78  -0.06
C  -3.13  1.30  -3.69  -0.25
C  -2.26  0.85  -2.71  -0.12
Cl  -2.90  -0.02  -1.35  0.00
C  -0.86  1.05  -2.76  0.40
O  -0.04  0.62  -1.86  -0.87
C  -0.42  1.75  -3.91  -0.12
Cl  1.29  2.05  -4.06  -0.02
C  -1.26  2.21  -4.90  -0.25
H  -4.19  1.11  -3.59  0.23
H  -0.86  2.74  -5.75  0.23
N  0.13  -2.20  -0.94  -0.88
C  1.48  -2.31  -1.49  -0.23
C  2.43  -3.02  -0.52  -0.41
C  2.96  -2.13  0.60  -0.21
N  1.88  -1.40  1.26  -0.88
H  -0.42  -3.01  -1.15  0.35
H  -0.33  -1.38  -1.32  0.40
H  1.85  -1.30  -1.69  0.20
H  1.50  -2.83  -2.46  0.17
H  3.28  -3.43  -1.06  0.20
H  1.90  -3.88  -0.09  0.19
H  3.66  -1.41  0.17  0.17
H  3.53  -2.75  1.30  0.17
H  2.11  -1.09  2.20  0.39
H  1.01  -1.91  1.27  0.40

Computed properties:
- ΔE to the lowest compared entry with this formula, charge and spin (eV) = 0.105
- E_HOMO (Ha) = -0.1728
- molecular weight (g/mol) = 682.74
- 2S+1 = 1
- charge = -1
- frontier orbital gap (eV) = 7.24
- LUMO level (Eh) = 0.0932

[4]
2 unconnected molecules or ions with the total composition H2NOS. Source: the OMol25 dataset; level of theory: wB97M-V/def2-TZVPD.

Each line ends with the natural charge from an NBO analysis.
Element x y z (Å)
N  -1.03  0.18  0.07  -0.21
O  -2.04  -0.52  0.19  -0.41
S  0.65  -0.89  -0.12  -0.35
H  -0.80  0.46  -1.42  -0.11
H  0.93  -1.28  1.11  0.08

Computed properties:
- ΔE to the lowest compared entry with this formula, charge and spin (eV) = 1.873
- E_HOMO (alpha / beta) (Ha) = -0.0248 / -0.1285
- molecular weight (g/mol) = 64.09
- 2S+1 = 3
- charge = -1
- frontier orbital gap (alpha / beta) (eV) = 5.06 / 7.45
- LUMO level (alpha / beta) (Eh) = 0.1611 / 0.1452

[5]
A molecular structure, C37H46B2CeF4N8O5STe. Source: the OMol25 dataset; level of theory: wB97M-V/def2-TZVPD.

Each line ends with the Mulliken charge.
Element x y z (Å)
Ce  -1.35  0.74  0.59  0.22
C  2.42  3.45  2.40  -1.82
C  1.33  2.38  2.08  0.34
N  0.54  2.48  1.06  1.31
O  0.87  3.46  0.22  -0.55
B  -0.27  3.55  -0.77  0.66
F  -0.69  2.14  -1.12  0.41
F  0.20  4.14  -1.86  -0.28
O  -1.49  4.10  -0.23  -0.90
N  -2.08  3.27  0.67  0.44
C  -2.65  3.81  1.65  0.59
C  -2.88  5.26  1.73  -1.67
C  -3.09  2.77  2.63  -0.15
N  -2.36  1.73  2.49  0.58
O  -2.94  0.60  3.08  0.13
B  -1.85  -0.06  3.93  0.16
F  -1.28  0.77  4.83  -0.34
F  -2.46  -1.20  4.35  -0.33
O  -0.73  -0.47  2.85  -0.53
N  0.02  0.57  2.34  0.73
C  0.97  1.23  2.92  0.29
C  1.47  0.97  4.28  -1.89
C  -4.28  2.86  3.47  -1.32
H  3.19  2.99  3.02  0.50
H  2.01  4.24  3.00  0.41
H  2.92  3.96  1.57  0.31
H  -2.79  5.54  2.73  0.55
H  -3.84  5.53  1.29  0.25
H  -2.09  5.78  1.23  0.50
H  0.66  1.25  4.91  0.56
H  2.28  1.64  4.54  0.45
H  1.74  -0.06  4.41  0.32
H  -4.65  3.88  3.63  0.52
H  -4.33  2.28  4.37  0.35
H  -5.06  2.51  2.78  0.23
C  -6.23  -0.43  2.51  -0.46
N  -5.64  -1.13  1.30  0.09
C  -5.68  -2.46  0.95  -1.10
C  -4.88  -2.68  -0.13  -0.25
N  -4.27  -1.42  -0.40  0.68
C  -4.83  -0.51  0.47  0.42
S  -4.49  1.14  0.50  -0.32
C  -3.57  -1.14  -1.59  -0.28
C  -3.92  -1.81  -2.73  -0.89
C  -3.21  -1.58  -3.89  -0.82
C  -2.30  -0.47  -3.90  -1.19
C  -1.92  0.04  -2.68  -0.83
N  -2.50  -0.30  -1.53  1.00
H  -5.71  0.46  2.50  -0.18
H  -6.20  -1.06  3.42  0.35
H  -7.29  -0.15  2.24  0.33
H  -6.30  -3.11  1.50  0.56
H  -4.61  -3.64  -0.62  0.48
H  -4.79  -2.44  -2.70  0.70
H  -3.47  -2.22  -4.70  0.48
H  -1.69  -0.25  -4.79  0.44
H  -1.29  0.87  -2.68  1.00
C  -1.72  -2.69  0.93  -0.98
C  -0.31  -2.38  0.61  0.76
O  0.43  -3.37  0.79  -0.63
N  0.19  -1.17  0.17  0.26
Te  2.18  -1.58  0.25  0.44
C  2.63  -2.85  -1.46  0.57
C  1.76  -3.42  -2.36  1.37
C  0.28  -3.16  -2.59  -0.66
C  2.30  -4.32  -3.31  -1.55
C  3.62  -4.74  -3.26  0.24
C  4.27  -5.79  -4.15  -1.48
C  4.49  -4.15  -2.30  -1.28
C  4.00  -3.17  -1.48  0.86
C  5.06  -2.50  -0.56  -1.41
C  2.95  0.27  -0.54  1.54
C  2.43  0.73  -1.75  0.64
C  1.47  0.02  -2.73  -0.76
C  2.87  2.00  -2.15  -0.28
C  3.81  2.77  -1.41  -0.15
C  4.34  4.13  -1.87  -1.69
C  4.16  2.27  -0.17  -0.82
C  3.79  0.98  0.29  0.38
C  4.24  0.58  1.68  -1.99
H  -1.77  -3.49  1.63  0.58
H  -2.19  -2.98  0.01  0.20
H  -2.31  -1.85  1.29  -0.13
H  0.11  -2.15  -2.95  0.04
H  -0.27  -3.33  -1.66  -0.04
H  -0.03  -3.86  -3.37  0.53
H  1.68  -4.67  -4.15  0.33
H  4.66  -6.57  -3.42  0.35
H  5.20  -5.34  -4.62  0.34
H  3.58  -6.28  -4.85  0.37
H  5.51  -4.48  -2.26  0.48
H  6.00  -3.13  -0.61  0.45
H  4.76  -2.61  0.51  0.21
H  5.18  -1.49  -0.87  0.26
H  0.74  -0.53  -2.17  -1.05
H  2.10  -0.57  -3.38  0.61
H  0.93  0.80  -3.23  0.71
H  2.43  2.44  -3.08  0.34
H  5.36  4.29  -1.48  0.42
H  3.76  5.00  -1.52  0.28
H  4.44  4.24  -2.93  0.46
H  4.86  2.86  0.42  0.49
H  5.09  1.18  1.93  0.52
H  4.67  -0.43  1.55  0.38
H  3.58  0.67  2.49  0.25

Computed properties:
- ΔE to the lowest compared entry with this formula, charge and spin (eV) = 0.000
- E_HOMO (Ha) = -0.4866
- molecular weight (g/mol) = 1080.22
- 2S+1 = 1
- charge = +2
- frontier orbital gap (eV) = 5.82
- LUMO level (Eh) = -0.2728

[6]
C4H9NO2 in the gas phase. Source: the OMol25 dataset; level of theory: wB97M-V/def2-TZVPD.

Each line ends with the natural charge from an NBO analysis.
Element x y z (Å)
O  -1.58  -1.80  1.80  -0.51
C  -1.55  -0.96  0.95  0.44
C  -0.34  -0.59  0.08  -0.21
C  -0.20  0.99  -0.24  0.10
C  0.69  1.04  -1.44  -0.63
O  0.30  1.60  0.96  -0.71
N  1.02  -1.04  0.65  -0.87
H  -2.36  -0.06  0.93  0.11
H  -0.35  -1.18  -0.86  0.22
H  -1.19  1.27  -0.61  0.17
H  1.07  2.07  -1.58  0.23
H  0.15  0.73  -2.36  0.21
H  1.50  0.36  -1.25  0.21
H  0.65  0.77  1.41  0.49
H  1.47  -1.66  0.04  0.37
H  0.69  -1.57  1.52  0.38

Computed properties:
- SMILES string = C[C@H](O)[C@@H](N)C=O
- ΔE to the lowest compared entry with this formula, charge and spin (eV) = 2.557
- E_HOMO (Ha) = -0.3711
- molecular weight (g/mol) = 103.12
- 2S+1 = 1
- frontier orbital gap (eV) = 10.66
- LUMO level (Eh) = 0.0207

Question: Number 2 is which compound?
Answer: C3H3N2

Question: Look up the molecular weight of the fourth one.
Answer: 64.09 g/mol

Question: ΔE to the lowest compared entry with this formula, charge and spin of number 2 (C3H3N2)?
Answer: 2.864 eV

Question: Among the records above, which one has the highest ΔE to the lowest compared entry with this formula, charge and spin?
Answer: C3H3N2